Record 1
One molecule with the formula CH3NS, computed with the ωB97M-V functional and the def2-TZVPD basis.

CARTESIAN COORDINATES (ANGSTROEM)
N: -0.348 0.772 -0.441
C: 0.220 -0.586 0.053
S: -0.583 -1.579 1.038
H: 0.510 1.297 -0.441
H: -1.024 0.941 0.278
H: 1.226 -0.844 -0.487

Results
Multiplicity = 1
HOMO = -9.03 eV
Relative energy (zero: lowest compared OMol25 entry of this formula, charge and spin) = 0.9258 eV
LUMO = 0.0021 Eh
Calculated total energy = -492.8058 Eh
Structure (SMILES) = NC=S

Record 2
A 2-piece molecular cluster, CH3NS overall, computed with the ωB97M-V functional and the def2-TZVPD basis.

CARTESIAN COORDINATES (ANGSTROEM)
C: 0.403 -0.641 -0.896
N: -0.920 0.915 0.666
S: 1.600 -1.414 -0.270
H: -0.297 -0.784 -1.758
H: -0.287 1.662 0.955
H: -0.500 0.263 1.303

Results
Multiplicity = 1
HOMO (spin up / spin down) = -10.00 / -8.08 eV
Relative energy (zero: lowest compared OMol25 entry of this formula, charge and spin) = 4.4635 eV
LUMO (spin up / spin down) = -0.0150 / -0.0266 Eh
Calculated total energy = -492.6757 Eh

Which maximum force belongs to each record? In order, 5.565, 1.481 eV Å⁻¹.